Entry 1:
The following is a quantum chemistry calculation of 2 unconnected molecules or ions with the total composition C5H13NO, from the Open Molecules 2025 dataset.

Last column: natural (NBO) charge in e.
Geometry (Å):
C  -2.58682  -0.60433  1.09747  -0.7151
C  -2.47614  -0.14009  -0.25293  0.6429
N  -3.03496  1.04863  -0.46309  -0.8223
O  -1.91628  -0.65773  -1.20140  -0.5995
H  -3.30933  -0.00615  1.66806  0.2134
H  -1.78023  -0.68614  1.75204  0.2556
H  -3.03597  -1.63895  1.13806  0.2413
H  -2.86187  1.77890  -1.23331  0.4084
H  -3.77798  1.42984  0.03957  0.3770
C  3.48400  0.37083  -0.46788  -0.6180
C  2.04743  0.15271  -0.79798  -0.3942
C  1.19216  -0.60366  0.42653  -0.6035
H  3.97295  -0.54930  -0.12288  0.2044
H  3.67458  1.05810  0.38834  0.2004
H  4.10378  0.66350  -1.29713  0.2094
H  1.39383  0.99612  -1.17522  0.1998
H  1.93453  -0.49272  -1.61956  0.1999
H  1.39097  -0.10156  1.34332  0.1880
H  0.18673  -0.34974  0.28499  0.2080
H  1.39861  -1.66825  0.49299  0.2043

Calculated values
* HOMO-LUMO gap: 10.58 eV
* charge: 0
* highest occupied orbital energy: -9.7525 eV
* ΔE to the lowest compared entry with this formula, charge and spin: 143.70 kJ/mol
* LUMO level: 0.83 eV
* max |F|: 5.2 eV Å⁻¹

Entry 2:
The following is a quantum chemistry calculation of a molecular structure, C5H14N2S, from the Open Molecules 2025 dataset.

Last column: natural (NBO) charge in e.
Geometry (Å):
C  -0.01649  0.19470  -0.86521  -0.2173
N  -1.15443  -0.06025  0.06558  -0.6128
C  -2.26069  0.89353  0.06437  -0.1229
C  -2.78162  1.17400  1.50794  -0.6089
S  -4.52406  -1.17053  -0.38478  -0.2132
C  1.28623  -0.74829  -0.71705  -0.5275
N  2.92115  0.09105  -0.35954  -0.5036
C  3.98211  -0.76143  0.07567  -0.4656
H  0.32671  1.22718  -0.65705  0.2113
H  -0.37018  0.23573  -1.90851  0.1792
H  -1.55180  -1.03689  0.00396  0.3856
H  -2.00975  1.70598  -0.65790  0.2143
H  -3.11542  0.33385  -0.38650  0.1441
H  -2.05252  1.47571  2.28765  0.2238
H  -3.17431  0.31445  1.85249  0.2164
H  -3.64542  1.86819  1.44512  0.2129
H  1.14058  -1.73574  -0.98703  0.2168
H  1.77444  -0.65711  0.30745  0.3208
H  2.27069  -0.36425  -1.29783  0.3534
H  4.96247  -0.22683  0.00089  0.2408
H  4.10146  -1.69304  -0.49092  0.1868
H  3.89086  -1.06001  1.10120  0.1657

Calculated values
* HOMO-LUMO gap: 5.10 eV
* charge: 0
* highest occupied orbital energy: -8.1631 eV
* ΔE to the lowest compared entry with this formula, charge and spin: 962.32 kJ/mol
* LUMO level: -3.06 eV
* max |F|: 4.1 eV Å⁻¹

Entry 3:
The following is a quantum chemistry calculation of 10 unconnected molecules or ions with the total composition C40H57N3O14, from the Open Molecules 2025 dataset.

Last column: Löwdin charge in e.
Geometry (Å):
C  -6.34650  2.80281  -1.56977  -0.1248
C  -5.20486  2.28916  -0.99049  -0.0989
C  -4.23501  2.42278  -1.99737  -0.1530
N  -4.75528  2.87810  -3.13772  0.0095
C  -5.99520  3.27340  -2.84367  -0.1641
H  -7.29819  2.81341  -1.05930  0.0900
H  -5.19951  1.73796  -0.06176  0.0897
H  -3.18289  2.20624  -2.10941  0.1002
H  -4.39657  2.94344  -4.07960  0.1617
H  -6.67625  3.71569  -3.55569  0.1011
C  -1.69933  -2.70167  -2.85204  -0.0952
C  -1.26417  -3.80372  -3.52497  -0.1404
C  -0.65091  -3.42154  -4.70893  -0.1574
N  -0.76495  -2.09101  -4.82567  0.0163
C  -1.29718  -1.63167  -3.66493  -0.1372
H  -2.27428  -2.63134  -1.94052  0.0930
H  -1.28191  -4.83181  -3.19465  0.1027
H  -0.14508  -3.95233  -5.50189  0.1120
H  -0.59301  -1.60476  -5.69406  0.1568
H  -1.41434  -0.57470  -3.47648  0.1084
C  0.51261  4.24227  3.67333  -0.0700
C  1.46860  3.19485  3.61200  -0.1483
C  1.63322  2.66243  4.85203  -0.1432
N  0.93389  3.42476  5.74520  -0.0041
C  0.16742  4.29205  5.07590  -0.1440
H  0.23737  4.97879  2.93294  0.0848
H  2.03849  3.12298  2.69742  0.0963
H  2.29587  1.84964  5.11025  0.1083
H  1.03830  3.35514  6.74737  0.1519
H  -0.53326  4.98082  5.52426  0.0969
O  0.49966  2.81214  -3.30883  0.1407
C  1.45049  2.27503  -3.77359  -0.5020
C  1.97541  0.97831  -3.35135  -0.0798
C  3.48332  1.23478  -3.63011  -0.1295
C  3.54117  2.15566  -4.91880  -0.1087
O  2.28770  2.86562  -4.69843  0.0007
H  1.63122  0.70540  -2.35377  0.0887
H  1.46887  0.22822  -3.95871  0.1207
H  3.97557  1.75531  -2.80863  0.1127
H  4.22432  0.43691  -3.67919  0.1015
H  4.49471  2.67759  -4.83848  0.1213
H  3.50806  1.50041  -5.78923  0.1153
O  -3.97792  -1.02610  -0.04451  0.1054
C  -4.55740  -1.94883  0.46133  -0.4761
C  -5.95720  -2.40964  0.02298  -0.0341
C  -6.00776  -3.85099  0.72597  -0.1150
C  -5.04510  -3.62795  1.90579  -0.1498
O  -4.03564  -2.66915  1.48742  0.0012
H  -6.71460  -1.73814  0.42737  0.1228
H  -6.00125  -2.47745  -1.06401  0.1205
H  -6.99905  -4.16462  1.05318  0.1087
H  -5.59359  -4.59590  0.04650  0.1109
H  -5.42298  -3.16137  2.81552  0.1267
H  -4.46144  -4.51199  2.16251  0.1217
O  1.49533  2.36519  0.16167  0.0487
C  0.58808  1.48843  0.29755  -0.3408
C  0.20710  0.78182  1.58836  -0.0680
C  -0.88457  -0.12721  1.12350  -0.1429
C  -1.19956  0.22287  -0.34768  -0.1935
O  -0.13172  0.97495  -0.78177  -0.0146
H  1.08550  0.40679  2.11359  0.1121
H  -0.05870  1.53559  2.32949  0.1110
H  -0.60996  -1.17420  1.25207  0.0869
H  -1.77570  -0.21833  1.74453  0.1037
H  -1.32969  -0.78961  -0.72985  0.0924
H  -2.12957  0.70784  -0.64431  0.1046
O  3.47050  -0.23606  2.59010  0.0669
C  3.60948  -1.46872  2.49562  -0.4104
C  4.60975  -2.25156  1.71811  -0.1103
C  4.48504  -3.59757  2.34888  -0.1359
C  2.92567  -3.77990  2.76216  -0.0503
O  2.69326  -2.33214  3.13475  -0.0426
H  4.30274  -2.28740  0.67285  0.1150
H  5.59737  -1.79252  1.76280  0.1347
H  4.83347  -4.34615  1.63732  0.1080
H  5.18040  -3.63808  3.18729  0.1151
H  2.18824  -4.24323  2.10670  0.0931
H  2.93545  -4.24311  3.74880  0.1081
O  1.46456  -4.83920  -0.21673  0.1227
C  1.74434  -3.81575  -0.77400  -0.4070
C  2.25091  -3.60174  -2.20723  -0.0714
C  2.73046  -2.17203  -2.24018  -0.1553
C  1.84870  -1.54369  -1.13160  -0.1678
O  1.58992  -2.55219  -0.14891  -0.0077
H  3.14384  -4.20067  -2.38625  0.1332
H  1.33736  -3.63372  -2.80094  0.1076
H  3.80641  -2.17606  -2.06585  0.1134
H  2.52021  -1.84124  -3.25727  0.1047
H  2.38325  -0.69754  -0.69986  0.1277
H  0.93329  -1.20395  -1.61607  0.0988
O  4.31575  6.67838  0.32297  0.1292
C  3.48839  6.66559  -0.52284  -0.5250
C  3.02257  5.39102  -1.22099  -0.0576
C  1.52808  5.73366  -1.52816  -0.1409
C  1.71670  7.16630  -1.87556  -0.1671
O  2.68855  7.67606  -0.89667  0.0323
H  3.72114  5.30604  -2.05338  0.1232
H  3.18806  4.49251  -0.62651  0.1096
H  1.10732  5.20695  -2.38469  0.1022
H  0.80962  5.71077  -0.70877  0.1240
H  1.91687  7.31350  -2.93687  0.1275
H  0.82574  7.72176  -1.58272  0.1234
O  0.49585  -5.21291  3.99550  0.0687
C  -0.15461  -4.17224  4.23230  -0.3376
C  -0.60800  -3.13682  3.20433  -0.0807
C  -0.72318  -1.88207  4.07683  -0.1442
C  -1.26542  -2.45499  5.43873  -0.1481
O  -0.72625  -3.79491  5.51902  -0.0285
H  0.03442  -2.89182  2.35852  0.0999
H  -1.55006  -3.57033  2.86861  0.1254
H  0.26625  -1.46363  4.26136  0.1135
H  -1.43132  -1.13494  3.71846  0.1011
H  -1.06380  -1.78190  6.27204  0.1227
H  -2.32745  -2.63127  5.26812  0.1135

Calculated values
* HOMO-LUMO gap: 7.91 eV
* charge: 0
* highest occupied orbital energy: -7.6934 eV
* ΔE to the lowest compared entry with this formula, charge and spin: 73.78 kJ/mol
* LUMO level: 0.21 eV
* max |F|: 5.1 eV Å⁻¹

Entry 4:
The following is a quantum chemistry calculation of 2 unconnected molecules or ions with the total composition C2H6NO2P, from the Open Molecules 2025 dataset.

Last column: natural (NBO) charge in e.
Geometry (Å):
C  0.38825  1.31472  0.14116  -0.1060
C  -1.12171  -1.16439  0.08315  0.0893
N  1.24244  0.72221  0.81339  -0.6797
O  -0.00911  -1.61678  -0.63863  -0.7276
O  -0.85237  -1.37190  1.39779  -0.7243
P  -1.37701  0.64585  -0.14230  0.5062
H  0.58456  2.23808  -0.44967  0.1635
H  -1.96316  -1.71710  -0.43433  0.1639
H  2.12230  1.10888  1.14201  0.3706
H  0.64540  -1.12933  -0.12154  0.4793
H  -0.46300  -2.22380  1.56569  0.4885
H  -1.06490  0.52056  -2.01358  -0.0240

Calculated values
* HOMO-LUMO gap: 9.51 eV
* charge: 0
* highest occupied orbital energy: -9.2731 eV
* ΔE to the lowest compared entry with this formula, charge and spin: 372.63 kJ/mol
* LUMO level: 0.24 eV
* max |F|: 3.7 eV Å⁻¹

no.,E (eV)
1,-8932.52150
2,-19217.32281
3,-75535.84768
4,-17041.90516